Computed, not measured: the ion C4H10NO2 with charge +1 in a non-equilibrium geometry, with ωB97M-V with the def2-TZVPD basis set.

```
17
C4H10NO2 | the Open Molecules 2025 dataset | ωB97M-V with the def2-TZVPD basis set
C -1.24083 1.17624 0.22884
N -0.30542 -0.00992 0.18934
C -1.04059 -1.31962 -0.05888
C 0.95468 0.10396 -0.60382
O 1.79479 1.08555 -0.25991
C 2.77511 0.20404 0.33920
O 1.92533 -0.97552 -0.01100
H -1.58356 1.25409 -0.82538
H -2.09982 1.16445 0.90215
H -0.51133 1.93533 0.38126
H -0.05234 -0.23640 1.08147
H -1.51364 -1.35808 -1.08238
H -0.29817 -2.16987 -0.28675
H -1.79312 -1.38703 0.82411
H 0.85250 -0.13991 -1.61096
H 3.62616 0.30263 -0.32279
H 3.00933 0.16454 1.48246
```

Calculated values
- SMILES = C[NH+](C)C1OCO1
- Kohn-Sham gap (Ha) = 0.44485
- charge = +1
- DFT total energy (eV) = -9885.32923
- ΔE to the lowest compared entry with this formula, charge and spin (kcal per mole) = 98.2
- highest occupied orbital energy (eV) = -15.2

Computed, not measured: an isolated molecule of C5H8N2, with ωB97M-V with the def2-TZVPD basis set.

```
15
C5H8N2 | the Open Molecules 2025 dataset | ωB97M-V with the def2-TZVPD basis set
C 1.11130 0.49641 -2.20567
C 0.47309 0.06631 -0.92815
C 0.60813 -1.22719 -0.37100
C 0.04175 -1.09862 0.87896
N -0.49301 0.14238 0.95305
C -1.44369 0.64582 1.91981
N -0.23788 0.87233 -0.14706
H 1.27006 -0.39277 -2.82367
H 2.10009 0.93692 -2.02221
H 0.48602 1.21745 -2.73452
H 1.04761 -2.12791 -0.79257
H 0.01431 -1.74662 1.74268
H -1.49241 -0.03365 2.77504
H -2.43785 0.71633 1.46402
H -1.12422 1.63849 2.23953
```

Calculated values
- SMILES = Cc1ccn(C)n1
- Kohn-Sham gap (Ha) = 0.36638
- DFT total energy (eV) = -8294.40794
- ΔE to the lowest compared entry with this formula, charge and spin (kcal per mole) = 13.6
- highest occupied orbital energy (eV) = -8.9

Computed, not measured: a cluster of 4 separate species, C28H26BF24N2O7 in total in a non-equilibrium geometry, with ωB97M-V with the def2-TZVPD basis set.

```
88
C28H26BF24N2O7 | the Open Molecules 2025 dataset | ωB97M-V with the def2-TZVPD basis set
C -4.79255 -6.97076 1.68970
C -5.21308 -5.55919 1.05068
O -4.35002 -5.08522 -0.02415
B -2.95803 -5.23014 0.27896
O -2.21950 -6.43279 -0.07264
N -2.10063 -4.14373 0.94071
C -2.22275 -3.73763 2.31779
C -1.26098 -2.64417 2.90913
C -0.15780 -1.99321 1.98350
C 0.82070 -0.86454 2.57569
O 2.01332 -1.16383 2.77159
O 0.22553 0.40868 2.87750
C -0.81882 0.57577 1.90212
C -0.47616 0.89271 0.39589
C -1.68159 1.02859 -0.57148
N -3.07417 0.94107 -0.25890
C -3.35259 0.65313 1.11380
C -2.34006 0.47308 2.27607
C -0.07250 -2.47693 0.49387
C -1.08816 -3.55580 0.05749
H -5.73432 -7.45068 2.16042
H -4.06385 -6.82366 2.57989
H -4.39829 -7.73141 0.92502
H -5.39368 -4.76708 1.87947
H -6.25704 -5.71783 0.57399
H -2.50385 -6.69142 -0.97955
H -3.00893 -4.21259 3.01693
H -1.31032 -2.30871 4.01010
H 0.62215 0.99483 0.10683
H -1.41811 1.22698 -1.67915
H -4.46860 0.57720 1.40307
H -2.72120 0.27558 3.33686
H 0.70653 -2.08220 -0.25920
H -1.01164 -3.92538 -1.03318
C 3.26213 -4.29140 3.37052
C 2.53967 -5.15129 4.42885
C 3.25021 -5.29678 5.77378
F 4.45279 -5.88886 5.66689
F 2.51839 -6.07754 6.61149
F 2.25266 -6.36107 3.89078
F 1.32877 -4.55323 4.66439
O 4.03383 -4.98710 2.38318
C 5.35565 -5.35363 2.73680
C 5.55333 -6.87223 2.79584
F 4.70744 -7.45419 3.67453
F 6.80901 -7.17818 3.20273
F 5.70346 -4.72946 3.87719
F 6.15261 -4.83732 1.77266
H 2.47363 -3.80245 2.79064
H 3.82247 -3.46590 3.81824
H 3.38377 -4.32585 6.25868
H 5.38582 -7.32736 1.81692
C -3.44935 5.87104 -3.64294
C -1.93646 5.64534 -3.84693
C -1.52323 5.17877 -5.24366
F -2.06842 3.99459 -5.57802
F -0.17708 5.00300 -5.31005
F -1.48192 4.80090 -2.88539
F -1.31943 6.84402 -3.60503
O -4.18766 4.80784 -3.02819
C -4.63316 3.75904 -3.86723
C -3.97209 2.41877 -3.53096
F -2.62289 2.48836 -3.61943
F -4.36784 1.45209 -4.39594
F -4.47888 4.11709 -5.15555
F -5.96773 3.66318 -3.66541
H -3.53742 6.69754 -2.93131
H -3.94044 6.23726 -4.54882
H -1.79729 5.91379 -6.00509
H -4.22533 2.09941 -2.51704
C 1.89807 5.92917 -2.59341
C 2.21709 5.10444 -1.32812
C 2.62766 5.90385 -0.09253
F 3.75016 6.61992 -0.28308
F 2.88677 5.06600 0.94726
F 3.14591 4.16646 -1.63683
F 1.08020 4.40989 -1.01149
O 2.94680 6.05086 -3.56297
C 3.91187 7.06387 -3.34705
C 5.31346 6.50054 -3.08882
F 5.33179 5.66974 -2.02276
F 6.19118 7.49813 -2.82034
F 3.48508 7.88958 -2.37298
F 3.93073 7.80415 -4.47993
H 1.11152 5.38291 -3.12223
H 1.44486 6.89607 -2.35726
H 1.83171 6.58445 0.22163
H 5.67709 5.94304 -3.95503
```

Calculated values
- Kohn-Sham gap (Ha) = 0.26223
- charge = +1
- DFT total energy (eV) = -112653.72790
- highest occupied orbital energy (eV) = -12.4

Computed, not measured: an isolated molecule of C4H10S2 in a non-equilibrium geometry, with ωB97M-V with the def2-TZVPD basis set.

```
16
C4H10S2 | the Open Molecules 2025 dataset | ωB97M-V with the def2-TZVPD basis set
C 2.60544 -1.91272 -0.26648
C 1.55827 -1.36794 0.67989
S 1.07703 0.37183 0.53926
S -0.66089 0.16161 -0.69627
C -1.74901 1.08147 0.32414
C -3.08640 1.26632 -0.44815
H 2.27002 -2.87505 -0.64463
H 2.72337 -1.33680 -1.20209
H 3.55227 -2.03203 0.25971
H 0.75507 -2.06267 0.91789
H 2.06609 -1.08933 1.67232
H -1.48935 2.06651 0.70805
H -1.95026 0.40658 1.16863
H -3.92328 1.09621 0.22229
H -3.16236 2.24365 -0.89952
H -3.19752 0.44128 -1.17418
```

Calculated values
- SMILES = CCSSCC
- Kohn-Sham gap (Ha) = 0.32396
- DFT total energy (eV) = -25979.95670
- ΔE to the lowest compared entry with this formula, charge and spin (kcal per mole) = 23.7
- highest occupied orbital energy (eV) = -8.2